# 1
89
Properties=species:S:1:pos:R:3 method="wB97M-V/def2-TZVPD" total_charge=-1 homo_lumo_gap_ev=6.11 lumo_ha=0.084
Pt 0.206 0.019 -0.394
C 2.072 4.172 -5.729
C 1.929 3.067 -4.713
C 3.048 2.484 -4.123
C 2.907 1.482 -3.190
C 1.647 1.007 -2.772
N 1.602 -0.007 -1.827
C 2.541 -1.029 -1.866
C 2.958 -1.508 -3.127
C 3.883 -2.518 -3.265
C 4.459 -3.113 -2.144
C 5.453 -4.240 -2.282
C 4.056 -2.653 -0.905
C 3.101 -1.648 -0.737
C 2.672 -1.226 0.668
O 1.951 -0.085 0.752
C 1.918 -2.447 1.330
F 0.720 -2.647 0.764
F 1.718 -2.266 2.649
F 2.560 -3.634 1.223
C 3.936 -0.967 1.568
F 4.903 -0.331 0.887
F 3.639 -0.197 2.623
F 4.503 -2.086 2.081
C 0.518 1.619 -3.339
C 0.687 2.615 -4.305
C -0.888 1.245 -2.858
O -0.994 0.132 -2.094
C -1.840 0.952 -4.065
F -1.295 0.032 -4.874
F -3.016 0.463 -3.642
F -2.155 2.008 -4.848
C -1.445 2.517 -2.112
F -0.599 2.895 -1.140
F -1.603 3.610 -2.899
F -2.642 2.310 -1.550
H 3.010 4.070 -6.278
H 2.077 5.152 -5.242
H 1.250 4.164 -6.447
H 4.040 2.829 -4.401
H 3.784 1.028 -2.747
H 2.511 -1.060 -4.005
H 4.171 -2.850 -4.258
H 5.985 -4.169 -3.233
H 4.950 -5.210 -2.257
H 6.184 -4.222 -1.472
H 4.511 -3.107 -0.035
H -0.180 3.069 -4.763
C -1.892 -0.880 5.470
N -0.923 -0.079 4.743
C 0.472 -0.352 5.114
P -1.064 0.289 3.127
O -0.274 -0.507 2.179
O -2.665 0.035 2.893
P -3.053 -0.230 1.321
O -2.255 0.595 0.396
N -4.651 0.157 1.265
C -5.572 -0.403 2.231
C -5.083 1.381 0.605
N -2.987 -1.878 1.159
C -2.421 -2.735 2.201
C -2.583 -2.280 -0.203
N -0.804 1.914 3.106
C -0.261 2.565 1.912
C -1.752 2.739 3.843
H -1.858 -0.598 6.525
H -1.686 -1.955 5.399
H -2.892 -0.686 5.092
H 0.644 -0.031 6.144
H 1.140 0.200 4.452
H 0.715 -1.414 5.018
H -5.175 -1.342 2.613
H -6.534 -0.597 1.750
H -5.742 0.280 3.072
H -4.294 1.721 -0.060
H -5.313 2.174 1.326
H -5.981 1.179 0.014
H -2.778 -2.414 3.179
H -1.329 -2.726 2.208
H -2.769 -3.755 2.026
H -3.174 -1.733 -0.939
H -2.770 -3.348 -0.317
H -1.530 -2.069 -0.410
H 0.301 1.850 1.317
H 0.417 3.365 2.221
H -1.056 2.983 1.290
H -2.085 2.207 4.733
H -2.627 2.991 3.234
H -1.258 3.664 4.148

# 2
98
Properties=species:S:1:pos:R:3 method="wB97M-V/def2-TZVPD" total_charge=0 homo_lumo_gap_ev=10.84 lumo_ha=0.012 smiles="O=C1OC[C@@H](F)O1.O=C1OC[C@@H](F)O1.O=C1OC[C@@H](F)O1.O=C1OC[C@@H](F)O1.O=C1OC[C@@H](F)O1.O=C1OC[C@@H](F)O1.O=C1OC[C@@H](F)O1.O=C1OC[C@@H](F)O1.CCO.CCO"
O 4.939 -1.808 1.743
C 5.211 -1.243 0.704
O 4.278 -0.773 -0.125
C 4.842 -0.552 -1.440
C 6.291 -0.275 -0.972
F 6.268 1.089 -0.604
O 6.503 -1.058 0.163
H 4.835 -1.475 -2.083
H 4.350 0.330 -1.966
H 7.074 -0.574 -1.658
O 0.223 -6.478 2.610
C 0.897 -5.648 1.978
O 0.881 -5.553 0.644
C 1.873 -4.593 0.124
C 2.236 -3.855 1.475
F 1.633 -2.647 1.531
O 1.664 -4.680 2.444
H 2.762 -5.174 -0.290
H 1.445 -3.906 -0.624
H 3.290 -3.617 1.782
O 0.716 -3.363 -6.287
C 0.828 -2.724 -5.336
O -0.123 -2.011 -4.773
C 0.464 -1.019 -3.946
C 1.866 -1.618 -3.636
F 1.810 -2.358 -2.492
O 2.074 -2.424 -4.800
H 0.564 -0.014 -4.472
H -0.236 -0.983 -3.039
H 2.596 -0.863 -3.492
O -2.303 1.811 3.775
C -1.410 1.579 4.495
O -0.281 2.269 4.592
C 0.626 1.718 5.594
C -0.229 0.525 6.103
F -0.537 0.813 7.443
O -1.400 0.486 5.342
H 1.515 1.426 5.103
H 0.711 2.453 6.386
H 0.275 -0.424 5.996
O 2.190 1.207 -2.864
C 2.093 2.226 -2.215
O 3.063 2.788 -1.508
C 2.393 3.766 -0.619
C 1.143 4.076 -1.409
F 1.136 5.151 -2.298
O 0.946 2.926 -2.142
H 2.230 3.164 0.290
H 2.947 4.660 -0.421
H 0.324 4.201 -0.753
O -2.348 3.758 -2.317
C -3.185 3.729 -1.526
O -3.848 4.755 -1.106
C -4.725 4.460 0.024
C -4.519 2.933 0.169
F -5.701 2.278 -0.038
O -3.554 2.595 -0.792
H -4.398 4.975 0.954
H -5.737 4.760 -0.303
H -4.213 2.594 1.204
O -2.413 -1.136 -0.284
C -3.267 -1.000 -1.120
O -2.894 -0.946 -2.414
C -4.082 -0.807 -3.213
C -5.149 -0.393 -2.226
F -6.254 -1.201 -2.353
O -4.567 -0.771 -0.962
H -3.878 -0.009 -3.953
H -4.312 -1.803 -3.676
H -5.552 0.604 -2.361
O 2.733 0.474 2.834
C 1.664 0.411 2.289
O 0.586 -0.042 2.996
C -0.441 -0.386 2.018
C 0.072 0.256 0.760
F -0.604 1.433 0.560
O 1.378 0.550 0.994
H -0.492 -1.469 2.072
H -1.444 0.027 2.278
H -0.088 -0.313 -0.184
C 2.431 4.281 3.550
C 1.285 4.842 2.802
O 0.439 3.882 2.085
H 3.208 4.994 3.786
H 3.042 3.634 2.867
H 2.184 3.690 4.435
H 1.624 5.574 2.050
H 0.677 5.454 3.467
H -0.136 3.460 2.781
C -3.581 -6.083 -2.733
C -2.983 -4.741 -2.349
O -3.934 -3.738 -2.425
H -2.825 -6.831 -2.563
H -3.906 -6.066 -3.735
H -4.417 -6.317 -2.071
H -2.172 -4.444 -3.032
H -2.498 -4.843 -1.365
H -4.689 -4.021 -1.925

# 3
83
Properties=species:S:1:pos:R:3 method="wB97M-V/def2-TZVPD" total_charge=-2 homo_lumo_gap_ev=5.33 lumo_ha=0.146
Sc -0.072 -1.223 0.315
C -3.390 1.079 2.232
C -2.770 0.199 1.174
O -1.506 -0.015 1.327
C -3.552 -0.356 0.187
C -2.905 -1.291 -0.701
C -3.481 -2.664 -0.855
N -1.814 -0.980 -1.347
N -1.764 0.365 -1.797
C -0.724 1.051 -1.470
O 0.188 0.711 -0.633
C -0.549 2.366 -2.175
C 0.552 3.158 -1.863
C 0.726 4.387 -2.489
C -0.192 4.833 -3.428
C -1.297 4.046 -3.733
C -1.477 2.823 -3.110
H -3.170 0.672 3.221
H -2.928 2.068 2.175
H -4.467 1.180 2.102
H -4.630 -0.318 0.287
H -4.403 -2.556 -1.443
H -2.799 -3.317 -1.394
H -3.729 -3.109 0.106
H 1.249 2.826 -1.101
H 1.581 5.000 -2.226
H -0.059 5.795 -3.910
H -2.030 4.397 -4.451
H -2.339 2.205 -3.322
C 0.372 -1.529 -5.234
S 0.253 -2.389 -3.649
C -1.338 -3.152 -3.980
O 1.263 -3.488 -3.687
H 0.383 -2.265 -6.039
H 1.307 -0.971 -5.221
H -0.464 -0.836 -5.329
H -2.099 -2.373 -3.963
H -1.516 -3.843 -3.160
H -1.303 -3.684 -4.932
C 2.260 -4.481 1.474
N 1.386 -4.112 2.538
C 1.584 -4.382 3.883
C 0.668 -3.720 4.601
N -0.180 -3.032 3.728
C -0.844 -1.815 4.114
C 0.379 -3.078 2.379
Se -1.043 -3.578 0.989
H 2.560 -5.529 1.577
H 3.173 -3.872 1.421
H 1.724 -4.371 0.531
H 2.344 -5.072 4.213
H 0.490 -3.729 5.663
H -1.360 -1.970 5.065
H -1.581 -1.558 3.353
H -0.160 -0.964 4.217
O 0.889 -1.888 1.949
C 3.933 -1.533 -0.593
C 2.672 -0.979 -1.180
C 2.744 0.210 -2.086
O 1.614 -1.590 -1.024
H 4.717 -0.782 -0.560
H 4.239 -2.379 -1.217
H 3.712 -1.883 0.411
H 3.557 0.077 -2.806
H 2.936 1.092 -1.472
H 1.791 0.331 -2.599
F -2.068 4.175 0.443
C -1.056 4.120 1.326
C -0.337 3.000 1.494
N 0.690 2.919 2.400
C 1.477 1.685 2.398
C 2.377 1.542 1.149
O 2.655 2.575 0.513
O 2.712 0.360 0.932
C 1.079 3.997 3.144
O 1.996 4.002 3.946
N 0.307 5.133 2.942
C -0.762 5.319 2.074
O -1.334 6.395 2.006
H -0.508 2.086 0.933
H 0.780 0.850 2.471
H 2.100 1.685 3.289
H 0.583 5.936 3.484

| no. | HOMO level (eV) | electronic energy (hartree) |
| --- | --- | --- |
| 1 | -3.82 | -3739.25793 |
| 2 | -10.51 | -3843.79041 |
| 3 | -1.34 | -5754.72536 |